1.
Entry from the Open Molecules 2025 dataset: an isolated molecule of C20H8O4S (the ωB97M-V functional and the def2-TZVPD basis).

Cartesian coordinates (Å):
O -1.3964 1.6077 3.7216
C -1.3653 0.5696 3.0696
C -1.4074 -0.7730 3.7037
C -1.7237 -0.9601 5.0499
C -1.7373 -2.2363 5.6300
C -1.4639 -3.3497 4.8834
C -1.1790 -3.2174 3.5458
C -1.0855 -1.9197 2.9394
C -0.7479 -1.8154 1.4975
O -0.3463 -2.7929 0.8268
C -0.9200 -0.4835 0.8684
C -1.1996 0.6229 1.6336
S -1.2158 2.1557 0.7932
C -0.9845 1.2692 -0.7130
C -0.8827 1.9518 -1.9842
O -1.1970 3.1160 -2.0820
C -0.3430 1.1655 -3.1147
C 0.0027 1.8179 -4.2661
C 0.5046 1.0943 -5.3681
C 0.6198 -0.3090 -5.2825
C 0.1913 -1.0055 -4.1558
C -0.2994 -0.2744 -3.0601
C -0.6831 -0.9229 -1.7834
O -1.0940 -2.0720 -1.8794
C -0.8617 -0.0917 -0.5810
H -1.9261 -0.0743 5.6251
H -1.9353 -2.3481 6.6787
H -1.4874 -4.3295 5.3557
H -1.1090 -4.0889 2.8952
H -0.1085 2.8831 -4.3432
H 0.7574 1.6208 -6.2753
H 1.0548 -0.8327 -6.1359
H 0.2121 -2.0820 -4.1565

- Kohn-Sham gap: 7.986 eV
- HOMO level: -9.710 eV

---

2.
Entry from the Open Molecules 2025 dataset: an isolated molecule of C21H10ClNO3S (the ωB97M-V functional and the def2-TZVPD basis).

Cartesian coordinates (Å):
O -2.4821 -3.3673 -2.6453
C -1.4587 -2.8123 -2.2854
C -0.1272 -3.2758 -2.7456
C 0.0103 -4.3614 -3.6023
C 1.2659 -4.9010 -3.8913
C 2.4121 -4.2287 -3.5164
C 2.3028 -3.0857 -2.7271
C 1.0526 -2.6062 -2.3390
C 0.9386 -1.4760 -1.3965
O 1.9866 -1.0531 -0.9295
C -0.3693 -0.9500 -0.9276
C -1.5380 -1.6200 -1.3783
C -2.7829 -1.1168 -1.0127
C -2.8952 0.0209 -0.2079
C -1.7354 0.6986 0.2028
C -1.5723 1.9135 1.0132
O -2.6219 2.5246 1.2624
N -0.2653 2.2474 1.3872
C 0.1799 3.1257 2.4507
C -0.7373 3.8561 3.2462
C -0.2600 4.6642 4.3074
C 1.1185 4.7377 4.6020
Cl 1.6667 5.7884 5.9065
C 2.0299 4.0336 3.7820
C 1.5332 3.2720 2.7209
S 0.7693 1.2558 0.4970
C -0.4885 0.2176 -0.1492
H -0.8685 -4.9146 -3.9588
H 1.3110 -5.8483 -4.4657
H 3.3679 -4.6052 -3.8405
H 3.1877 -2.6079 -2.3605
H -3.7327 -1.5989 -1.2715
H -3.8857 0.3089 0.0816
H -1.8184 3.8347 3.0659
H -0.9363 5.2238 4.9804
H 3.1345 4.0370 3.9587
H 2.3082 2.6688 2.1862

- Energy relative to the best compared isomer or geometry (same formula, charge and spin): 58.66 kJ/mol
- Kohn-Sham gap: 6.863 eV
- HOMO level: -8.398 eV